This record from the OMol25 dataset describes a 2-piece molecular cluster, C6H12N3O overall. The level of theory is ωB97M-V/def2-TZVPD.

```
! RIJCOSX wB97M-V def2-TZVPD def2/J DEFGRID3
* xyz 1 1
C -2.25 1.15 0.73
C -1.13 0.64 -1.54
C -2.06 1.29 -0.79
C -1.33 0.80 1.59
C -0.12 -0.42 -1.09
C 0.37 -0.19 0.29
N -1.05 0.80 2.87
N 1.35 -0.79 0.86
N 3.52 -1.75 -0.74
O -2.91 2.18 -1.35
H -3.22 1.55 1.12
H -1.11 0.78 -2.62
H -0.57 -1.43 -0.85
H 0.69 -0.30 -1.78
H -1.44 1.55 3.32
H -0.63 0.07 3.43
H 1.64 -0.76 1.77
H 2.05 -1.34 0.17
H 3.59 -2.77 -0.98
H 4.50 -1.64 -0.58
H 3.32 -1.27 -1.68
H -3.22 1.85 -2.16
*
```

Frontier orbital gap = 0.3045 Ha
HOMO = -11.8 eV

Partial charges, Mulliken, in e: number 1, C, carries -0.463; number 2, C, carries -0.611; number 3, C, carries 0.654; number 4, C, carries 0.293; number 5, C, carries -0.387; number 6, C, carries 0.063; number 7, N, carries -0.374; number 8, N, carries -0.151; number 9, N, carries -0.899; number 10, O, carries -0.506; number 11, H, carries 0.353; number 12, H, carries 0.302; number 13, H, carries 0.265; number 14, H, carries 0.345; number 15, H, carries 0.234; number 16, H, carries 0.222; number 17, H, carries 0.208; number 18, H, carries 0.304; number 19, H, carries 0.276; number 20, H, carries 0.264; number 21, H, carries 0.288; number 22, H, carries 0.321

=====

This record from the OMol25 dataset describes a 15-piece molecular cluster, C3H35O15 overall. The level of theory is ωB97M-V/def2-TZVPD.

```
! RIJCOSX wB97M-V def2-TZVPD def2/J DEFGRID3
* xyz -1 1
C 1.90 -11.86 23.81
C 1.05 -10.59 23.58
C 1.11 -9.50 24.63
O 1.44 -10.02 22.40
H 1.57 -12.36 24.72
H 2.96 -11.68 23.83
H 1.67 -12.48 22.93
H 0.03 -10.97 23.48
H 0.86 -9.75 25.65
H 0.60 -8.61 24.27
H 2.12 -9.13 24.66
O -2.46 -11.99 23.37
H -1.73 -12.40 23.84
H -2.47 -11.13 23.77
O -1.72 -7.29 25.78
H -0.88 -6.94 25.91
H -2.46 -6.69 25.92
O -0.11 -11.90 21.11
H -1.07 -11.85 21.20
H 0.23 -11.31 21.80
O -0.20 -14.65 22.00
H -0.18 -13.73 21.81
H 0.66 -14.86 22.34
O 3.06 -11.55 20.76
H 2.50 -11.06 21.33
H 3.44 -12.23 21.27
O -0.71 -8.61 22.07
H 0.03 -9.16 22.37
H -1.12 -8.71 22.94
O 1.66 -9.10 20.01
H 2.59 -8.89 19.97
H 1.60 -9.40 20.92
O 4.52 -13.41 22.29
H 5.03 -13.54 21.51
H 3.89 -14.10 22.27
O 2.51 -15.45 21.69
H 2.19 -14.73 21.19
H 3.19 -15.74 21.04
O 3.98 -6.80 23.10
H 3.15 -6.61 22.78
H 3.91 -6.82 24.07
O 4.01 -9.52 22.87
H 3.01 -9.53 22.82
H 4.29 -8.61 23.00
O 3.48 -6.61 25.70
H 3.72 -5.80 26.14
H 2.48 -6.61 25.67
O 1.19 -6.75 22.62
H 1.34 -6.42 21.76
H 0.56 -7.44 22.49
O -2.41 -9.26 24.04
H -2.22 -8.78 24.85
H -3.27 -8.90 23.76
*
```

Frontier orbital gap = 0.2615 Ha
HOMO = -5.3 eV

Partial charges, Mulliken, in e: number 1, C, carries -1.211; number 2, C, carries 0.835; number 3, C, carries -1.141; number 4, O, carries 0.220; number 5, H, carries 0.491; number 6, H, carries 0.285; number 7, H, carries -0.200; number 8, H, carries -0.261; number 9, H, carries 0.403; number 10, H, carries 0.008; number 11, H, carries 0.444; number 12, O, carries -0.645; number 13, H, carries 0.318; number 14, H, carries 0.385; number 15, O, carries -0.608; number 16, H, carries 0.280; number 17, H, carries 0.274; number 18, O, carries -0.860; number 19, H, carries 0.341; number 20, H, carries 0.471; number 21, O, carries -0.704; number 22, H, carries 0.442; number 23, H, carries 0.352; number 24, O, carries -0.712; number 25, H, carries 0.197; number 26, H, carries 0.448; number 27, O, carries -0.817; number 28, H, carries -0.150; number 29, H, carries 0.747; number 30, O, carries -0.736; number 31, H, carries 0.374; number 32, H, carries 0.348; number 33, O, carries -0.647; number 34, H, carries 0.272; number 35, H, carries 0.395; number 36, O, carries -0.743; number 37, H, carries 0.331; number 38, H, carries 0.320; number 39, O, carries -0.779; number 40, H, carries 0.344; number 41, H, carries 0.448; number 42, O, carries -0.743; number 43, H, carries 0.024; number 44, H, carries 0.341; number 45, O, carries -0.647; number 46, H, carries 0.280; number 47, H, carries 0.317; number 48, O, carries -0.695; number 49, H, carries 0.290; number 50, H, carries 0.428; number 51, O, carries -0.747; number 52, H, carries 0.332; number 53, H, carries 0.261

=====

This record from the OMol25 dataset describes one molecule with the formula C16H17BrN4S. The level of theory is ωB97M-V/def2-TZVPD.

```
! RIJCOSX wB97M-V def2-TZVPD def2/J DEFGRID3
* xyz 0 1
Br -0.81 1.07 -8.09
C 0.02 0.83 -6.29
C -0.02 1.87 -5.34
C 0.55 1.64 -4.02
C 1.32 0.47 -3.80
C 2.12 0.12 -2.53
N 3.28 -0.56 -2.46
N 3.70 -0.76 -1.18
C 2.77 -0.19 -0.47
S 2.53 0.07 1.29
C 0.93 0.88 0.82
C -0.05 1.45 1.79
N -0.39 0.63 2.92
C -1.58 -0.20 2.91
C -2.21 -0.10 4.20
C -1.68 -1.23 5.09
C -1.31 -2.35 4.16
C -1.02 -1.69 2.83
C 0.94 1.17 -0.52
N 1.79 0.37 -1.23
C 1.14 -0.55 -4.81
C 0.64 -0.32 -6.01
H -0.45 2.81 -5.63
H 0.55 2.46 -3.25
H -1.10 1.66 1.22
H 0.36 2.43 2.13
H 0.42 0.15 3.25
H -2.29 0.34 2.16
H -2.21 0.89 4.60
H -3.28 -0.14 4.03
H -2.37 -1.48 5.91
H -0.78 -0.90 5.56
H -2.26 -2.85 3.92
H -0.46 -3.05 4.55
H -1.53 -2.33 1.98
H 0.06 -1.75 2.66
H 0.16 1.68 -1.03
H 1.61 -1.50 -4.50
H 0.91 -1.04 -6.84
*
```

SMILES string = Brc1ccc(-c2nnc3sc(CNC4CCCC4)cn23)cc1
Frontier orbital gap = 0.3236 Ha
HOMO = -8.6 eV

Partial charges, Mulliken, in e: number 1, Br, carries -0.194; number 2, C, carries 0.104; number 3, C, carries -0.568; number 4, C, carries -0.249; number 5, C, carries 0.462; number 6, C, carries 0.271; number 7, N, carries -0.432; number 8, N, carries -0.637; number 9, C, carries 0.394; number 10, S, carries -0.152; number 11, C, carries 0.679; number 12, C, carries -0.926; number 13, N, carries -0.354; number 14, C, carries 0.763; number 15, C, carries -1.184; number 16, C, carries -0.751; number 17, C, carries -0.350; number 18, C, carries -1.006; number 19, C, carries -0.690; number 20, N, carries 0.230; number 21, C, carries -0.538; number 22, C, carries -0.219; number 23, H, carries 0.417; number 24, H, carries 0.320; number 25, H, carries 0.279; number 26, H, carries 0.276; number 27, H, carries 0.216; number 28, H, carries 0.469; number 29, H, carries 0.384; number 30, H, carries 0.381; number 31, H, carries 0.385; number 32, H, carries 0.287; number 33, H, carries 0.223; number 34, H, carries 0.279; number 35, H, carries 0.290; number 36, H, carries 0.142; number 37, H, carries 0.343; number 38, H, carries 0.356; number 39, H, carries 0.302

=====

This record from the OMol25 dataset describes C44H55GeInN9O2Te as an isolated structure. The level of theory is ωB97M-V/def2-TZVPD.

```
! RIJCOSX wB97M-V def2-TZVPD def2/J DEFGRID3
* xyz 1 1
In -20.72 7.79 -0.22
O -19.91 10.09 -2.15
C -20.50 9.14 -2.76
O -20.73 7.98 -2.25
C -21.11 9.33 -4.11
C -21.28 10.65 -4.56
C -22.04 10.88 -5.72
C -22.42 9.79 -6.49
C -22.30 8.50 -5.91
N -21.68 8.27 -4.75
H -20.84 11.53 -4.04
H -22.21 11.91 -6.06
H -22.96 9.89 -7.44
H -22.73 7.63 -6.34
C -23.37 2.88 -0.26
N -22.87 4.14 0.35
C -23.50 4.48 1.59
C -22.13 5.04 -0.37
N -22.35 6.36 -0.21
C -23.61 6.90 -0.45
C -24.31 6.55 -1.62
C -25.65 6.79 -1.63
C -26.34 7.44 -0.62
C -25.60 7.92 0.50
C -26.25 8.61 1.59
C -25.54 9.37 2.48
C -24.19 9.45 2.34
C -23.43 8.64 1.43
N -22.06 8.80 1.36
C -21.32 9.33 2.40
N -21.30 8.77 3.62
C -20.83 9.52 4.78
C -22.12 7.62 3.93
N -20.51 10.41 2.09
C -20.91 11.36 1.04
C -19.16 10.62 2.54
C -24.20 7.78 0.53
N -21.17 4.54 -1.23
C -20.45 3.27 -0.91
C -20.97 5.09 -2.48
H -23.22 1.97 0.34
H -22.97 2.72 -1.23
H -24.43 2.97 -0.36
H -23.24 3.63 2.24
H -24.60 4.54 1.48
H -23.08 5.36 2.08
H -23.83 6.09 -2.49
H -26.22 6.50 -2.50
H -27.46 7.58 -0.58
H -27.30 8.39 1.79
H -26.04 9.91 3.29
H -23.68 10.21 2.97
H -20.82 10.62 4.55
H -19.83 9.17 5.11
H -21.54 9.37 5.61
H -22.90 7.38 3.17
H -22.57 7.66 4.97
H -21.48 6.69 3.94
H -21.74 11.01 0.47
H -20.06 11.58 0.39
H -21.22 12.32 1.50
H -18.87 9.86 3.27
H -19.07 11.61 2.98
H -18.48 10.62 1.70
H -20.62 3.03 0.12
H -19.36 3.50 -1.06
H -20.85 2.47 -1.56
H -21.78 5.73 -2.86
H -20.95 4.22 -3.20
H -20.02 5.59 -2.54
Te -16.81 9.29 -4.93
Ge -16.37 9.61 -2.33
C -14.59 8.82 -2.18
C -14.17 7.75 -2.99
C -13.29 6.83 -2.50
C -12.62 7.05 -1.29
C -12.88 8.20 -0.56
C -13.91 9.03 -1.00
C -15.93 11.46 -2.07
C -14.62 11.92 -2.02
C -14.31 13.23 -1.60
C -15.33 14.15 -1.39
C -16.68 13.72 -1.57
C -16.96 12.39 -1.80
H -15.93 10.66 -5.11
H -14.55 7.63 -3.99
H -13.06 5.87 -2.97
H -11.92 6.31 -1.05
H -12.33 8.54 0.31
H -14.17 9.84 -0.31
H -13.80 11.26 -2.24
H -13.24 13.48 -1.59
H -15.08 15.21 -1.10
H -17.48 14.45 -1.51
H -18.00 12.00 -1.81
N -19.13 6.88 0.89
C -18.26 6.16 1.26
N -17.30 5.39 1.69
C -17.57 4.09 2.46
C -16.78 4.11 3.82
C -15.32 4.70 3.76
C -15.15 5.99 2.93
C -15.89 5.81 1.49
H -17.28 3.21 1.87
H -18.64 4.07 2.72
H -16.63 3.13 4.32
H -17.36 4.62 4.59
H -14.60 3.99 3.30
H -14.98 4.89 4.79
H -14.14 6.22 2.59
H -15.54 6.95 3.30
H -15.43 4.92 0.91
H -15.87 6.65 0.80
*
```

Frontier orbital gap (spin up / spin down) = 0.1363 / 0.1365 Ha
HOMO (spin up / spin down) = -6.8 / -6.8 eV

Atomic partial charges in e from the Mulliken method, atoms 1 to 99: number 1, In, carries 1.748; number 2, O, carries -0.434; number 3, C, carries -0.111; number 4, O, carries -0.510; number 5, C, carries 0.508; number 6, C, carries -0.196; number 7, C, carries -0.508; number 8, C, carries -0.496; number 9, C, carries -0.173; number 10, N, carries -0.379; number 11, H, carries 0.377; number 12, H, carries 0.382; number 13, H, carries 0.355; number 14, H, carries 0.474; number 15, C, carries -1.190; number 16, N, carries 0.428; number 17, C, carries -1.120; number 18, C, carries -0.474; number 19, N, carries 0.424; number 20, C, carries 0.394; number 21, C, carries -0.414; number 22, C, carries -0.968; number 23, C, carries -0.878; number 24, C, carries -0.138; number 25, C, carries -1.017; number 26, C, carries -0.971; number 27, C, carries -0.095; number 28, C, carries -0.028; number 29, N, carries 0.272; number 30, C, carries -0.158; number 31, N, carries 0.441; number 32, C, carries -1.175; number 33, C, carries -0.617; number 34, N, carries 0.318; number 35, C, carries -0.923; number 36, C, carries -1.099; number 37, C, carries 1.054; number 38, N, carries 0.735; number 39, C, carries -1.187; number 40, C, carries -1.255; number 41, H, carries 0.283; number 42, H, carries 0.413; number 43, H, carries 0.403; number 44, H, carries 0.482; number 45, H, carries 0.294; number 46, H, carries 0.107; number 47, H, carries 0.357; number 48, H, carries 0.459; number 49, H, carries 0.368; number 50, H, carries 0.350; number 51, H, carries 0.418; number 52, H, carries 0.277; number 53, H, carries 0.359; number 54, H, carries 0.341; number 55, H, carries 0.402; number 56, H, carries 0.070; number 57, H, carries 0.460; number 58, H, carries 0.199; number 59, H, carries 0.416; number 60, H, carries 0.188; number 61, H, carries 0.284; number 62, H, carries 0.348; number 63, H, carries 0.355; number 64, H, carries 0.352; number 65, H, carries 0.362; number 66, H, carries 0.346; number 67, H, carries 0.370; number 68, H, carries 0.173; number 69, H, carries 0.386; number 70, H, carries 0.491; number 71, Te, carries -0.454; number 72, Ge, carries -0.195; number 73, C, carries 0.881; number 74, C, carries -0.542; number 75, C, carries -0.605; number 76, C, carries -0.579; number 77, C, carries -0.827; number 78, C, carries -0.344; number 79, C, carries 0.346; number 80, C, carries -0.303; number 81, C, carries -0.680; number 82, C, carries -0.436; number 83, C, carries -0.493; number 84, C, carries -0.099; number 85, H, carries 0.048; number 86, H, carries 0.196; number 87, H, carries 0.377; number 88, H, carries 0.480; number 89, H, carries 0.391; number 90, H, carries 0.381; number 91, H, carries 0.517; number 92, H, carries 0.333; number 93, H, carries 0.305; number 94, H, carries 0.400; number 95, H, carries 0.104; number 96, N, carries -0.771; number 97, C, carries 0.803; number 98, N, carries 0.150; number 99, C, carries -0.414

=====

One value per record, in order, for max |F|: 5.48, 3.92, 6.01, 4.55 eV/Å.